# C5H8N3

A gas-phase ion, C5H8N3 (charge +1) in a non-equilibrium geometry (the ωB97M-V functional and the def2-TZVPD basis, the Open Molecules 2025 dataset).

```
16
Properties=species:S:1:pos:R:3:forces:R:3:nbo_charge:R:1
C 0.63036 0.29182 -2.07191 0.7127 -3.1001 -0.1078 -0.665
C 0.23209 -0.09472 -0.71770 1.3406 1.6765 -0.2924 0.628
N 0.68429 -1.06684 0.21098 3.3556 0.3086 -2.0563 -0.414
C -0.24541 -1.12335 1.21136 -3.3451 0.6306 2.9807 -0.100
C -1.51761 -0.30555 0.76359 0.8982 -0.6220 -0.6925 -0.258
N -0.80253 0.70336 -0.17972 -4.7709 -1.6931 0.8279 -0.245
N 0.31537 1.15980 0.39543 3.9437 0.6565 3.7546 -0.372
C 0.76751 -0.03121 1.30729 -0.4375 -0.5671 -1.2887 0.079
H 0.19766 -0.49766 -2.78735 -0.0594 1.8039 0.6538 0.294
H 1.69714 0.26734 -2.26352 0.2246 -0.0860 0.2973 0.266
H 0.29246 1.26740 -1.90085 -0.7917 1.7515 -2.1091 0.258
H -0.24155 -2.13100 1.76822 -0.2966 2.1364 -0.4173 0.301
H -2.03812 -0.85927 0.00152 -0.7663 -0.4432 0.0748 0.229
H -2.18242 0.00669 1.58542 0.5369 0.4537 -0.6135 0.266
H 0.67298 2.16306 0.70783 -1.7011 -2.3017 -1.4475 0.479
H 1.53778 0.25013 1.96941 1.1563 -0.6046 0.4361 0.255
```
Positions in Å, forces in eV/Å.

## Properties
LUMO energy in eV: -4.60
Structure (SMILES): C[C@]12N3[C@@H]4CN1[N@H+]2[C@@H]43
Charge: +1
E in Eh: -359.1146
F_max in hartree/bohr: 0.107
HOMO level in Eh: -0.554
Energy relative to the best compared isomer or geometry (same formula, charge and spin) in kcal per mole: 150.8
Molar mass in g mol⁻¹: 110.140
Orbital gap in eV: 10.46